(1)
78
Properties=species:S:1:pos:R:3:forces:R:3 method="wB97M-V/def2-TZVPD" e_homo_ev=-7.10 e_lumo_ha=-0.046 e_tot_ev=-120242.1851 de_lowest_kcal_mol=86.4 fmax_ev_per_a=5.20 homo_lumo_gap_ev=5.85
In -1.858 -1.873 -0.913 -0.043 0.976 0.883
Cl -1.795 -4.597 -0.442 0.533 -0.012 0.006
C -3.208 -4.816 -1.474 -0.165 -0.256 0.159
Cl -3.400 -3.438 -2.563 -0.250 0.297 -0.160
H -4.081 -4.891 -0.830 0.061 0.059 0.035
H -3.043 -5.701 -2.079 -0.009 0.065 -0.011
C 4.697 -2.503 -4.655 -0.037 0.056 0.083
C 4.615 -2.489 -3.130 -0.063 -0.185 -0.270
N 4.057 -1.232 -2.611 -0.026 -0.004 0.080
C 4.975 -0.221 -2.090 0.227 0.300 -0.168
C 5.743 0.491 -3.200 -0.073 -0.066 0.063
C 2.769 -1.006 -2.768 0.000 -0.296 0.008
O 2.091 -1.927 -3.332 -0.007 0.707 0.547
C 2.179 0.302 -2.396 -0.375 0.117 -0.275
C 1.786 1.146 -3.433 -0.002 -0.045 0.134
C 1.136 2.324 -3.114 0.062 -0.026 -0.056
C 0.948 2.632 -1.776 -0.031 0.046 -0.053
N 1.351 1.845 -0.785 -0.075 0.099 0.333
C 1.931 0.698 -1.087 -0.033 -0.240 -0.035
H 5.031 -3.483 -4.991 0.030 -0.014 -0.003
H 5.393 -1.752 -5.025 0.028 -0.004 -0.016
H 3.714 -2.318 -5.085 0.009 -0.049 -0.031
H 5.602 -2.619 -2.688 -0.050 0.040 0.093
H 3.965 -3.300 -2.802 0.087 0.024 0.083
H 5.672 -0.712 -1.410 -0.123 -0.049 0.047
H 4.402 0.509 -1.525 0.066 -0.100 0.055
H 6.442 -0.178 -3.698 0.011 0.002 -0.033
H 6.306 1.325 -2.784 0.040 -0.011 0.025
H 5.049 0.887 -3.942 0.006 0.024 -0.032
H 1.983 0.879 -4.462 -0.126 -0.096 -0.055
H 0.778 2.978 -3.895 0.023 0.074 0.027
H 0.455 3.550 -1.477 -0.011 0.005 -0.033
H 2.195 0.059 -0.250 0.046 -0.058 -0.045
F 0.931 -3.566 -4.541 0.058 0.617 0.480
Te -0.006 -2.253 -3.508 1.148 -3.445 -3.718
F 0.406 -1.138 -5.021 0.074 0.072 0.939
F -1.404 -2.762 -4.720 0.152 0.543 0.476
F 0.541 -2.437 -1.470 -0.571 0.475 -0.157
F -0.608 -3.953 -2.808 -0.017 0.751 0.131
O -1.039 -0.979 -2.799 -1.052 0.143 1.386
C -0.511 7.884 4.400 0.075 0.116 -0.080
C -0.652 6.530 3.767 -0.182 -0.371 -0.023
O -0.139 6.166 2.747 0.120 0.308 0.019
S -1.742 5.471 4.730 -0.073 -0.218 0.013
C -1.789 4.045 3.668 0.101 0.360 0.113
C -0.619 3.332 3.439 -0.050 -0.122 -0.043
C -0.614 2.299 2.521 -0.018 0.042 0.032
C -1.785 1.966 1.837 -0.082 0.076 0.141
C -2.961 2.671 2.096 0.032 0.015 -0.001
C -2.963 3.713 3.007 0.036 -0.040 -0.038
C -1.771 0.895 0.893 0.334 0.121 -0.310
C -1.662 0.019 0.068 -0.209 -0.966 -0.296
H 0.477 8.291 4.195 0.016 -0.046 0.014
H -0.694 7.827 5.471 0.019 0.081 0.017
H -1.252 8.548 3.952 -0.029 -0.004 0.017
H 0.286 3.600 3.965 0.018 0.026 -0.012
H 0.296 1.757 2.308 0.005 -0.023 -0.020
H -3.866 2.413 1.563 -0.012 -0.028 -0.014
H -3.868 4.274 3.194 0.002 0.046 -0.014
C -4.490 0.076 3.928 -0.015 -0.192 -0.130
C -4.484 -0.586 2.565 0.055 0.256 -0.020
O -4.323 -2.000 2.750 0.089 -0.102 -0.108
P -3.447 -2.889 1.752 -0.088 0.439 0.759
O -3.706 -2.453 0.311 0.627 0.187 -0.902
Te -3.814 -5.068 2.497 -0.017 -0.159 -0.076
O -1.915 -2.326 1.920 -0.363 -0.421 -0.202
C -1.173 -2.560 3.120 0.252 -0.111 0.261
C 0.216 -3.047 2.754 -0.264 0.089 -0.130
H -4.657 1.147 3.824 0.007 0.030 0.028
H -3.536 -0.086 4.431 0.015 0.048 0.026
H -5.283 -0.349 4.543 -0.002 0.017 0.039
H -3.673 -0.206 1.940 -0.078 0.013 0.035
H -5.430 -0.419 2.046 0.039 -0.043 -0.020
H -1.701 -3.305 3.723 0.051 0.072 0.033
H -1.120 -1.622 3.680 -0.085 0.000 -0.089
H 0.172 -4.062 2.358 0.012 -0.011 0.001
H 0.864 -3.034 3.630 0.037 -0.020 0.001
H 0.632 -2.390 1.987 0.109 -0.005 0.055

***

(2)
69
Properties=species:S:1:pos:R:3:forces:R:3 method="wB97M-V/def2-TZVPD" e_homo_ev="-6.20 / -6.09" e_lumo_ha="-0.036 / -0.043" e_tot_ev=-59206.4585 de_lowest_kcal_mol=72.5 fmax_ev_per_a=4.97 homo_lumo_gap_ev="5.20 / 4.91"
Ir -0.192 0.048 0.026 -4.316 1.607 1.866
O 4.048 0.555 -1.452 0.105 -0.547 0.084
C 2.805 0.216 -1.073 -0.665 2.753 -0.201
O 1.914 1.053 -0.988 1.818 -1.065 -0.519
C 2.597 -1.195 -0.784 -0.063 -1.540 0.253
C 3.629 -2.135 -0.747 -0.335 0.761 -0.154
C 3.312 -3.457 -0.503 -0.681 -0.291 0.165
C 1.977 -3.802 -0.301 0.540 0.161 -0.198
C 1.012 -2.807 -0.331 -0.670 0.169 -0.105
N 1.309 -1.529 -0.559 1.426 0.788 0.156
C -0.485 -3.090 -0.110 0.390 -0.693 0.012
O -0.856 -4.250 -0.031 0.294 -0.014 -0.065
O -1.200 -2.050 -0.029 0.487 1.629 -0.001
H 4.080 1.510 -1.615 -0.217 -0.066 0.098
H 4.646 -1.808 -0.904 0.016 -0.006 -0.056
H 4.084 -4.210 -0.469 0.075 -0.063 0.028
H 1.667 -4.817 -0.108 -0.117 -0.050 -0.015
C 1.172 -1.909 2.689 -0.012 0.689 0.026
Si 1.156 -0.084 3.194 0.328 -0.266 0.394
C 2.985 0.402 3.515 -0.772 -0.135 0.026
C 0.092 -0.015 4.789 0.449 0.149 -0.652
N 0.464 0.910 1.935 -0.644 -2.577 -1.369
C 0.337 2.242 1.988 -0.281 2.217 -0.643
C 0.721 3.021 3.101 0.110 -0.379 -0.400
C 0.606 4.388 3.105 -0.197 0.519 -0.160
C 0.075 5.059 1.995 0.221 0.091 0.537
C -0.340 4.349 0.902 -0.043 -0.648 -0.176
C -0.219 2.941 0.844 0.657 0.742 2.282
N -0.602 2.230 -0.205 0.820 -3.654 -1.274
Si -1.022 2.774 -1.798 0.075 0.098 -0.446
C -2.764 3.586 -1.815 0.744 -0.306 -0.010
C 0.300 3.961 -2.519 -0.583 -0.400 0.330
C -0.980 1.174 -2.836 -0.103 0.590 0.285
H 1.240 -2.548 3.561 0.029 -0.063 0.332
H 2.023 -2.141 2.060 0.256 -0.029 -0.188
H 0.268 -2.180 2.160 -0.299 -0.066 -0.076
H 3.466 -0.328 4.160 0.053 -0.183 0.156
H 3.097 1.377 3.978 -0.006 0.171 0.067
H 3.536 0.422 2.579 0.026 -0.011 -0.235
H 0.636 -0.441 5.626 0.164 -0.112 0.150
H -0.810 -0.605 4.656 -0.164 -0.149 -0.094
H -0.210 0.990 5.066 -0.030 0.218 0.019
H 1.127 2.520 3.964 0.099 -0.028 0.183
H 0.921 4.952 3.971 0.003 0.011 0.065
H -0.008 6.137 2.005 -0.035 0.065 0.015
H -0.780 4.846 0.052 -0.044 0.181 -0.083
H -2.741 4.604 -1.432 0.072 0.114 0.091
H -3.468 3.022 -1.208 -0.022 -0.109 0.097
H -3.160 3.633 -2.826 -0.023 -0.013 -0.235
H 0.422 4.868 -1.935 -0.047 0.129 0.113
H 0.071 4.253 -3.540 -0.126 0.007 -0.198
H 1.258 3.451 -2.525 0.152 -0.168 0.029
H -1.109 0.294 -2.197 -0.134 -0.172 -0.062
H -0.016 1.079 -3.324 0.241 -0.030 -0.031
H -1.739 1.147 -3.610 -0.247 -0.039 -0.144
C -6.517 1.047 1.999 -0.020 -0.039 -0.009
C -5.124 0.782 1.531 0.329 -0.069 -0.006
C -4.819 0.583 0.190 0.133 0.004 0.147
C -3.506 0.359 -0.188 -0.193 -0.019 -0.209
N -2.505 0.321 0.680 1.075 -0.010 -0.044
C -2.785 0.480 1.966 -0.008 0.009 0.371
C -4.066 0.709 2.432 -0.061 -0.001 -0.230
H -7.165 1.305 1.167 -0.097 0.039 -0.030
H -6.521 1.860 2.722 -0.075 0.046 0.045
H -6.920 0.160 2.487 -0.065 -0.027 0.045
H -5.599 0.607 -0.555 -0.051 0.004 -0.149
H -3.254 0.206 -1.226 0.062 -0.012 -0.136
H -1.947 0.422 2.645 0.142 0.056 0.027
H -4.243 0.838 3.490 0.058 0.029 0.111